Record 1
Molecular formula: C6H8NOS2
Method: DFT, the ωB97M-V functional and the def2-TZVPD basis

Structure (XYZ):
```
18
Properties=species:S:1:pos:R:3:lowdin_charge:R:1
C -1.6855 -1.0108 -0.2310 -0.876
C -2.6047 1.0144 0.3134 -0.808
C -0.4783 -0.0599 -0.8561 -0.547
C 2.0096 0.2198 -0.8402 -0.096
C 0.7693 -0.0433 1.3799 -0.067
C 0.7709 -0.3472 -0.1244 -0.525
N -2.6475 -0.2944 0.2485 0.012
O -3.2627 1.8498 0.8774 -0.031
S -1.5142 -2.6722 -0.2269 0.492
S -1.1545 1.6226 -0.6572 0.885
H -0.4022 -0.1627 -1.8870 0.060
H 2.8766 0.1364 -0.2653 0.030
H 1.9388 1.3723 -0.8321 0.097
H 2.1556 -0.3263 -1.8062 0.091
H 0.4775 1.0603 1.5703 0.099
H 1.6743 -0.3151 1.8864 0.063
H 0.0296 -0.6837 1.7253 0.035
H 1.0474 -1.3599 -0.2749 0.087
```

Calculated values
- HOMO energy: -4.32 eV
- ΔE to the lowest compared entry with this formula, charge and spin: 0.0 kcal per mole
- Net charge: -1
- Frontier orbital gap: 7.66 eV
- DFT total energy: -31561.5282 eV
- SMILES string: CC(C)[C@@H]1SC([O-])=NC1=S

Record 2
Molecular formula: C6H8NaO6
Method: DFT, the ωB97M-V functional and the def2-TZVPD basis

Structure (XYZ):
```
21
Properties=species:S:1:pos:R:3:lowdin_charge:R:1
O 2.8610 0.2195 0.5212 -0.113
C 3.3600 1.4623 0.1137 -0.770
O 4.5185 1.5266 -0.3019 0.028
O 2.5268 2.3766 0.3183 -0.070
C 3.7122 -0.9234 0.4532 -0.277
H 4.7260 -0.6339 0.7845 0.126
H 3.3369 -1.6278 1.2103 0.116
C 3.7573 -1.5661 -0.8820 0.067
H 3.0215 -1.4119 -1.6708 0.053
H 4.5047 -2.3385 -1.0700 0.048
O -3.0765 -0.7947 0.5944 0.085
C -2.4750 0.3753 0.7438 -0.559
C -4.2216 -0.6664 -0.2646 -0.084
O -1.3488 0.5021 1.1674 0.106
O -3.1839 1.3616 0.2198 0.089
C -4.3018 0.8402 -0.5231 -0.080
Na 0.7807 1.2415 1.2230 0.679
H -4.0317 -1.2857 -1.1890 0.152
H -5.2174 1.3037 -0.1447 0.135
H -4.1604 1.1027 -1.5775 0.137
H -5.0886 -1.0636 0.2738 0.133
```

Calculated values
- HOMO energy (spin up / spin down): -7.53 / -8.20 eV
- ΔE to the lowest compared entry with this formula, charge and spin: 0.0 kcal per mole
- Expectation value of S²: 0.75
- Multiplicity: 2
- Frontier orbital gap (spin up / spin down): 7.30 / 7.96 eV
- DFT total energy: -23052.9294 eV

Record 3
Molecular formula: C6H8O2
Method: DFT, the ωB97M-V functional and the def2-TZVPD basis

Structure (XYZ):
```
16
Properties=species:S:1:pos:R:3:lowdin_charge:R:1
C -1.1562 -0.9809 -1.8097 -0.027
C 1.9216 1.5208 0.2235 -0.006
C -0.8417 -0.2824 -0.5431 -0.236
C -0.7851 -0.6908 0.7783 -0.326
C 0.5949 0.8691 0.3581 -0.333
C 0.0793 0.1706 1.4822 0.046
O -0.2795 1.0491 -0.6381 0.085
O -1.4508 -1.7789 1.2342 0.071
H -1.2072 -1.9103 2.1594 0.110
H 0.1301 0.4172 2.5292 0.112
H -1.8769 -0.4192 -2.4078 0.078
H -0.2665 -1.1398 -2.4271 0.080
H -1.6014 -1.9449 -1.5670 0.083
H 2.1577 1.7031 -0.8231 0.088
H 1.8911 2.4885 0.7344 0.089
H 2.6905 0.9290 0.7167 0.086
```

Calculated values
- HOMO energy: -6.91 eV
- ΔE to the lowest compared entry with this formula, charge and spin: 72.8 kcal per mole
- Frontier orbital gap: 7.73 eV
- DFT total energy: -10443.5693 eV

Record 4
Molecular formula: C6H8O2
Method: DFT, the ωB97M-V functional and the def2-TZVPD basis

Structure (XYZ):
```
16
Properties=species:S:1:pos:R:3:lowdin_charge:R:1
C 2.3659 -0.5488 -1.0405 0.012
O 1.8358 0.7321 -0.5851 -0.007
C 1.1247 0.7031 0.4709 -0.112
C 0.5123 0.6474 1.5751 0.086
H 1.5433 -1.2531 -1.1524 0.097
H 3.0835 -0.9225 -0.3091 0.103
H 2.8378 -0.3502 -1.9980 0.097
H 0.7336 0.8972 2.5905 0.099
C -1.7484 0.0686 -1.1529 -0.081
O -0.8180 -0.3763 -0.1680 -0.228
C -1.1111 -0.0482 1.1821 -0.382
C -2.1434 -0.1848 1.8998 0.056
H -1.8913 1.1528 -1.0860 0.094
H -1.3175 -0.1888 -2.1201 0.083
H -2.7077 -0.4341 -1.0278 0.083
H -2.2995 0.1053 2.9214 0.001
```

Calculated values
- HOMO energy (spin up / spin down): -7.17 / -7.17 eV
- ΔE to the lowest compared entry with this formula, charge and spin: 179.5 kcal per mole
- Frontier orbital gap (spin up / spin down): 7.39 / 7.40 eV
- DFT total energy: -10438.9434 eV

Record 5
Molecular formula: C6H8O2
Method: DFT, the ωB97M-V functional and the def2-TZVPD basis

Structure (XYZ):
```
16
Properties=species:S:1:pos:R:3:lowdin_charge:R:1
C -0.7107 0.0304 2.0426 -0.502
C -1.0998 0.6374 0.6819 -0.065
C -0.7116 -0.2530 -0.4717 -0.234
C -0.2729 0.3890 -1.7909 -0.059
C 0.6897 -0.3185 -0.9450 -0.276
C 1.8857 -0.8300 -0.7368 0.063
H 1.1470 0.0466 1.4160 0.081
H -0.6098 1.6026 0.5103 0.130
H -2.1821 0.8280 0.6607 0.131
H -1.3024 -1.1519 -0.6079 0.148
H -0.2222 1.4939 -1.7924 0.114
H -0.6022 0.0407 -2.7839 0.115
H 2.7120 -0.5570 -1.3985 0.071
H 2.0935 -1.5045 0.0821 0.068
O 0.6300 -0.2260 2.2011 0.082
O -1.4442 -0.2276 2.9324 0.133
```

Calculated values
- HOMO energy: -10.33 eV
- ΔE to the lowest compared entry with this formula, charge and spin: 37.6 kcal per mole
- Frontier orbital gap: 11.11 eV
- DFT total energy: -10445.0963 eV
- SMILES string: C=C1C[C@@H]1CC(=O)O

Record 6
Molecular formula: C6H8O2
Method: DFT, the ωB97M-V functional and the def2-TZVPD basis

Structure (XYZ):
```
16
Properties=species:S:1:pos:R:3:lowdin_charge:R:1
C 0.1231 1.4346 0.8248 -0.029
C 0.1193 0.5722 -0.2239 -0.647
C 1.5513 0.1440 -0.6383 -0.110
C 0.1704 -0.9123 -0.1043 -0.333
C -1.0468 -1.2798 0.5240 0.079
C -1.7296 -0.2176 -0.1550 -0.078
H 0.5796 2.4353 0.4919 0.138
H -0.9189 1.5997 1.3874 0.159
H 0.7761 1.1185 1.6089 0.093
H 2.3549 0.8988 -0.7127 0.126
H 1.4153 -0.4835 -1.6840 0.163
H 0.3158 -1.3205 -1.1681 0.157
H -1.3952 -2.2555 0.7311 0.099
H -2.7952 0.0904 -0.0130 0.148
O 1.5981 -0.8292 0.4932 -0.033
O -1.0305 0.7630 -0.7438 0.068
```

Calculated values
- HOMO energy: -9.01 eV
- ΔE to the lowest compared entry with this formula, charge and spin: 179.5 kcal per mole
- Frontier orbital gap: 9.94 eV
- DFT total energy: -10438.9445 eV